{"formula": "C5H8N2", "method": "ωB97M-V with the def2-TZVPD basis set", "molar_mass_g_mol": 96.13, "energy_ev": -8292.3549, "charge": 0, "de_lowest_ev": 2.6414, "elements": ["C", "C", "C", "C", "N", "H", "H", "H", "H", "H", "C", "N", "H", "H", "H"], "xyz": [[0.51299, -1.50952, 1.80076], [0.01727, -0.06826, 1.92928], [-0.65378, 0.65178, 1.04855], [-0.83532, 2.00108, 1.10047], [-0.86938, 3.13717, 1.01881], [-0.11126, -2.15989, 2.47838], [1.41704, -1.39361, 2.25241], [0.56644, -1.75735, 0.73801], [0.25228, 0.40155, 2.82726], [-0.81222, 0.26319, -0.05870], [0.39502, 1.67170, -2.05480], [-0.77515, 1.17769, -2.05264], [0.83162, 1.89965, -1.04774], [0.90337, 2.12445, -2.92450], [-1.25741, 1.15589, -2.96842]]}